Record 1
Entry from OMol25: 2 unconnected molecules or ions with the total composition C4H9NO2 (ωB97M-V with the def2-TZVPD basis set).

```
16
Properties=species:S:1:pos:R:3:forces:R:3:mulliken_charge:R:1
H -1.16445 2.13231 -0.63808 0.1 -0.1 0.1 0.198
N -0.64102 1.27794 -0.42058 -0.4 -0.1 0.1 -0.559
C -1.25218 0.58960 0.45577 0.2 0.1 -0.1 0.232
C -2.51652 0.94048 1.17581 0.0 0.1 0.0 -1.039
H -0.79348 -0.35532 0.76063 0.0 0.1 -0.1 0.338
H -2.92830 1.89959 0.84432 0.1 -0.1 0.1 0.316
H -3.26800 0.15659 1.03252 0.1 0.1 0.0 0.272
H -2.28501 0.98255 2.24703 -0.2 0.0 -0.1 0.260
C 2.42770 -0.08797 -0.78608 0.0 0.1 0.1 -0.411
O 2.02381 -1.34752 -1.37941 -0.2 -0.1 0.0 -0.282
C 1.18381 -2.07272 -0.64363 -0.2 0.1 0.4 0.195
O 0.83953 -1.81186 0.48389 0.2 -0.1 -0.4 -0.531
H 3.17305 0.35558 -1.45496 -0.2 -0.3 0.2 0.234
H 1.55661 0.57042 -0.70565 0.1 -0.2 0.0 0.146
H 2.83896 -0.26733 0.21041 0.0 0.0 -0.2 0.268
H 0.80551 -2.96235 -1.18199 0.4 0.3 -0.1 0.363
```
Positions in Å, forces in eV/Å.

Highest occupied orbital energy: -0.3662 hartree
Frontier orbital gap: 11.02 eV
LUMO: 0.039 hartree
Spin multiplicity: 1
Relative energy (zero: lowest compared OMol25 entry of this formula, charge and spin): 40.26 kcal per mole
Charge: 0
SMILES: [H]/N=C\C.COC=O

Record 2
Entry from OMol25: a molecular structure, C28H51BN9PtS at a distorted geometry (ωB97M-V with the def2-TZVPD basis set).

```
91
Properties=species:S:1:pos:R:3:forces:R:3:mulliken_charge:R:1
Pt -0.04970 0.23067 -0.01237 -0.4 0.1 0.6 2.431
C 3.50915 0.42919 1.52897 0.0 0.2 0.1 -1.520
C 2.38450 0.22472 2.55956 0.2 -0.1 -0.1 1.570
C 2.95215 0.24350 3.97483 0.0 0.0 0.0 -1.807
C 1.68266 -1.05955 2.25596 -0.2 0.0 0.0 -0.072
C 1.90374 -2.31393 2.80908 0.1 0.0 0.1 -0.527
C 1.07372 -3.19260 2.13080 0.1 0.1 0.1 -0.077
C 1.13666 -4.68356 2.35081 -0.2 0.0 -0.2 0.130
C 1.97127 -5.32673 1.23754 0.0 0.0 0.0 -1.396
C -0.19390 -5.41122 2.54884 0.0 0.0 0.0 -1.521
N 0.37474 -2.47995 1.22057 -0.1 0.1 0.1 0.846
N 0.74596 -1.16955 1.31305 0.1 0.4 -0.6 -1.452
B -0.68876 -2.90228 0.14856 0.0 0.1 -0.1 1.829
N -1.99098 -2.07298 0.41621 0.0 0.0 -0.4 1.102
N -1.90076 -0.73831 0.70040 -0.3 0.4 0.4 -0.708
C -3.08924 -0.32346 1.15943 0.1 -0.3 0.1 -0.461
C -3.96855 -1.40948 1.12598 -0.2 0.3 -0.1 -0.583
C -3.26567 -2.48431 0.63376 -0.1 0.0 0.3 0.041
C -3.91431 -3.81656 0.35783 0.3 -0.1 -0.2 0.162
C -3.32048 -5.01469 1.10526 0.0 0.0 0.0 -1.322
C -4.01370 -4.05390 -1.15482 -0.1 0.0 0.1 -1.392
C -3.49792 1.02331 1.73202 0.3 0.0 -0.4 0.387
C -2.36403 1.80691 2.39623 -0.2 -0.1 0.1 -1.168
C -4.25580 1.85639 0.68891 0.0 0.0 0.1 -1.247
N -0.03470 -2.63902 -1.24082 -0.3 -0.1 0.1 0.722
N 0.46077 -1.39076 -1.50844 0.5 0.1 -0.6 -0.642
C 1.06046 -1.44241 -2.70603 -0.1 -0.1 0.1 -0.490
C 0.88821 -2.72346 -3.23049 0.1 0.0 -0.2 -1.223
C 0.23888 -3.47747 -2.27494 0.1 -0.1 -0.1 0.130
C 0.07696 -4.98611 -2.48718 0.1 0.1 0.3 0.308
C -0.70786 -5.84419 -1.49663 0.1 0.0 -0.1 -1.417
C 1.47513 -5.61355 -2.65888 -0.1 0.0 -0.1 -1.471
C 1.99137 -0.45086 -3.39203 0.0 -0.1 0.3 0.459
C 3.40493 -1.05407 -3.38002 0.0 0.0 -0.1 -1.498
C 2.06157 0.96625 -2.84084 -0.1 0.0 0.0 -1.066
H 4.07290 1.34805 1.72860 -0.1 -0.1 0.0 0.352
H 3.11821 0.44763 0.50863 0.0 0.0 -0.1 0.264
H 4.20988 -0.40570 1.58371 0.0 0.0 0.0 0.433
H 1.64041 1.01753 2.47713 0.0 0.1 0.0 -0.425
H 3.74232 -0.50447 4.08192 -0.1 0.1 0.0 0.315
H 2.17834 0.03524 4.71503 0.0 0.0 0.0 0.406
H 3.38517 1.21971 4.19719 0.0 0.0 0.0 0.469
H 2.58904 -2.57514 3.60288 -0.1 0.1 -0.1 0.416
H 1.69406 -4.78212 3.28104 0.1 0.0 0.1 0.559
H 1.51806 -5.11660 0.26793 0.1 0.0 0.0 0.072
H 2.02176 -6.41101 1.37227 0.0 0.1 0.0 0.396
H 2.98948 -4.93048 1.22905 -0.1 0.0 0.0 0.422
H -0.64484 -5.68718 1.59730 0.0 0.0 0.1 0.220
H -0.90716 -4.79940 3.10567 0.0 -0.1 0.0 0.308
H -0.02274 -6.33263 3.11087 0.0 0.1 0.0 0.514
H -0.94779 -4.05569 0.24515 0.1 0.2 0.1 -0.942
H -5.01193 -1.40113 1.41408 0.2 0.0 0.0 0.489
H -4.92937 -3.68741 0.72611 -0.1 0.0 0.1 0.500
H -2.45188 -5.41592 0.58528 -0.1 0.0 0.1 0.054
H -4.06645 -5.81051 1.17416 0.1 0.0 0.0 0.545
H -3.02514 -4.73894 2.11953 0.0 0.0 -0.1 0.228
H -3.03896 -3.94912 -1.62794 0.0 0.0 -0.1 0.260
H -4.68346 -3.32427 -1.61582 0.1 0.0 0.0 0.384
H -4.40424 -5.05418 -1.36073 0.0 0.1 0.0 0.382
H -4.21374 0.77063 2.51480 -0.1 0.0 0.0 0.389
H -1.53104 1.93322 1.71186 0.2 0.1 -0.2 -0.120
H -1.99363 1.27940 3.28021 0.0 0.1 -0.1 0.334
H -2.71392 2.79795 2.69969 0.0 -0.1 0.0 0.465
H -3.59974 2.16150 -0.12342 0.0 0.0 0.0 0.171
H -4.67498 2.75449 1.15197 0.0 -0.1 0.0 0.408
H -5.07714 1.27785 0.26100 0.0 0.1 0.0 0.387
H 1.24237 -3.07197 -4.19071 0.0 0.0 0.1 0.746
H -0.42486 -5.06421 -3.45264 -0.1 0.0 -0.1 0.567
H -0.19580 -5.92339 -0.53794 -0.1 0.0 0.0 0.133
H -0.78323 -6.85174 -1.91119 0.0 0.0 0.0 0.551
H -1.71616 -5.48665 -1.32841 0.0 0.0 0.0 0.026
H 2.07092 -5.48307 -1.75420 0.0 0.0 0.0 0.278
H 2.02509 -5.16784 -3.48655 0.0 0.0 0.0 0.421
H 1.38009 -6.68594 -2.85160 0.0 0.1 0.0 0.446
H 1.65630 -0.39505 -4.42855 0.0 0.0 -0.1 0.430
H 3.79720 -1.07665 -2.35805 0.0 0.0 -0.1 0.275
H 4.07733 -0.45227 -3.99765 0.0 0.0 0.1 0.448
H 3.40895 -2.07280 -3.76708 0.0 0.0 0.0 0.411
H 2.12364 0.95486 -1.75372 0.0 0.0 0.2 -0.094
H 1.18995 1.54452 -3.13244 -0.1 0.1 0.1 0.251
H 2.95211 1.47142 -3.22343 -0.1 0.0 0.0 0.498
N 1.00797 2.31647 0.53014 0.2 -0.6 0.3 -0.539
N 0.65014 3.40745 -0.23834 -0.2 0.2 -0.3 -0.610
C -0.34918 3.30534 -1.11580 -0.1 0.1 -0.2 1.048
N -0.69373 4.41554 -1.77279 -0.1 0.0 -0.1 -0.479
S -1.16490 1.87353 -1.41598 0.2 -1.2 0.2 -0.779
H 0.78762 2.49102 1.49803 -0.1 0.1 0.3 0.369
H 1.99571 2.14262 0.42976 0.3 -0.1 0.0 0.244
H 1.07359 4.30084 -0.05964 0.2 0.1 0.1 0.239
H -0.24917 5.30313 -1.61751 0.0 0.0 0.0 0.186
H -1.42834 4.36254 -2.45800 0.0 0.0 0.0 0.221
```
Positions in Å, forces in eV/Å.

Highest occupied orbital energy: -0.3852 hartree
Frontier orbital gap: 7.59 eV
LUMO: -0.106 hartree
Spin multiplicity: 1
Relative energy (zero: lowest compared OMol25 entry of this formula, charge and spin): 15.00 kcal per mole
Charge: +1

Record 3
Entry from OMol25: 2 unconnected molecules or ions with the total composition C3H7N2S2 at a distorted geometry (ωB97M-V with the def2-TZVPD basis set).

```
14
Properties=species:S:1:pos:R:3:forces:R:3:mulliken_charge:R:1
C 0.26522 1.93325 -0.77364 -0.3 0.8 0.0 -0.287
C -0.60347 2.58888 0.17782 0.4 -0.4 1.2 -0.168
C 0.84093 0.76480 -0.54767 0.1 -1.5 -0.3 0.328
N 1.24710 -0.39659 -0.49404 -0.9 1.2 -1.1 -0.551
N -0.38225 -2.51496 0.12231 2.8 0.2 -2.4 -0.327
S -1.33521 1.91558 1.52329 0.4 1.5 -1.3 0.151
S -0.94143 0.04849 1.63826 -0.2 -0.5 0.6 -0.407
H 0.50603 2.48818 -1.70812 -0.1 -0.7 0.7 0.344
H -0.67133 3.67781 0.16458 -0.3 -0.3 -0.3 0.337
H 2.16871 -0.62143 -0.21512 1.3 0.2 0.6 0.213
H 0.29115 -1.79611 -0.32272 -0.5 0.7 1.0 0.301
H -0.78098 -2.13262 0.96845 -0.6 -0.2 0.0 0.242
H 0.29497 -3.26648 0.19004 -0.4 -0.7 0.9 0.414
H -0.89945 -2.68880 -0.72345 -1.6 -0.3 0.3 0.408
```
Positions in Å, forces in eV/Å.

Highest occupied orbital energy (alpha / beta): -0.4430 / -0.4430 hartree
Frontier orbital gap (alpha / beta): 7.37 / 7.37 eV
LUMO (alpha / beta): -0.172 / -0.172 hartree
Spin multiplicity: 1
Relative energy (zero: lowest compared OMol25 entry of this formula, charge and spin): 58.20 kcal per mole
Charge: +1

Record 4
Entry from OMol25: 2 unconnected molecules or ions with the total composition C3H10NO2 at a distorted geometry (ωB97M-V with the def2-TZVPD basis set).

```
16
Properties=species:S:1:pos:R:3:forces:R:3:mulliken_charge:R:1
C 0.77752 -1.31090 -0.68200 1.1 3.5 -3.3 -0.830
N -0.27071 -0.41380 -0.22693 -1.0 -0.8 4.5 -0.122
C 0.14639 0.81859 0.45713 -2.9 1.6 0.7 -1.012
C 0.21486 0.91295 2.14693 1.4 -1.5 -3.3 -0.217
O -0.23766 -0.22272 2.51063 -1.6 -2.3 2.5 -0.891
H 0.97741 -0.63402 -1.70333 0.6 -2.4 1.9 0.241
H 0.26859 -2.21238 -1.04566 0.8 -0.2 0.5 0.290
H 1.77848 -1.33686 -0.10977 -1.7 -0.5 -0.5 0.257
H -0.69211 -0.88078 0.67312 0.5 0.7 -1.3 0.209
H -0.62863 1.61377 0.28025 0.6 -0.7 -0.5 0.270
H 1.06515 1.21201 0.31164 3.2 0.9 -1.9 0.476
H -0.29999 1.84010 2.23788 -1.2 1.4 1.0 0.211
H 1.27548 1.11845 2.47169 0.1 0.1 -0.2 0.143
H -1.53790 -0.74149 -1.96566 0.1 0.2 -0.6 0.397
H -1.26734 0.48600 -2.53681 3.4 8.5 2.8 0.249
O -1.56956 -0.24890 -2.81911 -3.5 -8.5 -2.3 -0.670
```
Positions in Å, forces in eV/Å.

Highest occupied orbital energy: -0.0919 hartree
Frontier orbital gap: 6.74 eV
LUMO: 0.156 hartree
Spin multiplicity: 1
Relative energy (zero: lowest compared OMol25 entry of this formula, charge and spin): 78.08 kcal per mole
Charge: -1

Record 5
Entry from OMol25: C7H14O in the gas phase at a distorted geometry (ωB97M-V with the def2-TZVPD basis set).

```
22
Properties=species:S:1:pos:R:3:forces:R:3:mulliken_charge:R:1
C 1.04383 1.38205 0.97315 -0.3 0.2 -0.5 -0.915
C 0.93440 0.20392 0.38360 5.2 -2.9 1.0 0.322
C 2.45043 -0.84103 0.35005 -2.0 2.5 0.3 -1.309
C -0.07737 -0.67959 -0.10327 -4.7 2.9 -1.5 0.303
C -0.60246 -1.70372 0.88925 0.1 -0.1 -0.2 -1.359
C -1.49001 0.45784 -0.60717 1.3 -2.4 0.4 0.010
C -1.14801 1.23739 -1.85292 0.0 0.2 0.0 -1.305
O -1.97463 1.33806 0.38552 0.5 -0.2 0.3 -0.545
H 0.21307 2.07785 1.02653 0.0 -0.2 0.1 0.347
H 2.00161 1.74079 1.33474 0.0 -0.2 0.0 0.293
H 3.08503 -0.35655 -0.39230 0.1 -0.1 0.2 0.352
H 2.88401 -0.79326 1.35004 0.1 0.1 -0.2 0.362
H 2.30419 -1.88681 0.07942 -0.5 0.2 -0.1 0.361
H 0.19116 -1.13204 -1.06066 0.0 0.0 0.1 0.293
H -0.72166 -1.27639 1.88771 0.0 0.0 -0.1 0.334
H -1.56622 -2.10077 0.55665 0.1 0.0 0.0 0.379
H 0.08346 -2.55298 0.95769 0.0 0.1 0.1 0.377
H -2.27473 -0.27619 -0.81776 0.0 -0.1 -0.2 0.359
H -0.80413 0.56688 -2.64477 0.0 0.0 0.1 0.332
H -2.02714 1.77532 -2.23163 0.1 -0.2 0.2 0.376
H -0.37673 1.98836 -1.65930 0.0 -0.2 0.0 0.277
H -2.12811 0.83087 1.19541 0.0 0.1 -0.2 0.354
```
Positions in Å, forces in eV/Å.

Highest occupied orbital energy: -0.3130 hartree
Frontier orbital gap: 9.41 eV
LUMO: 0.033 hartree
Spin multiplicity: 1
Relative energy (zero: lowest compared OMol25 entry of this formula, charge and spin): 66.04 kcal per mole
Charge: 0
SMILES: C=C(C)[C@@H](C)[C@H](C)O

Record 6
Entry from OMol25: a molecular structure, C20H41Br2F3N3O3 (ωB97M-V with the def2-TZVPD basis set).

```
72
Properties=species:S:1:pos:R:3:forces:R:3:mulliken_charge:R:1
C 3.86857 -1.74069 -0.09996 -0.2 0.0 -0.1 -0.580
O 4.01543 -1.82494 -1.50403 -0.1 -0.2 0.0 -0.366
C 5.36341 -1.86003 -1.93978 0.3 0.1 0.0 -0.913
C 6.01566 -0.49108 -1.85178 -0.3 0.2 -0.6 -0.499
C 5.43562 0.47378 -2.91728 0.2 0.0 0.5 -0.756
C 4.91058 1.78950 -2.32496 -0.2 -0.1 -0.4 -1.223
C 3.40515 1.73037 -2.00502 0.2 0.1 0.0 0.642
C 2.60184 2.89430 -2.58963 -0.2 -0.5 0.4 -1.606
C 1.18715 2.95639 -1.99383 0.3 0.1 -0.3 -0.118
C 0.40751 1.72526 -2.41280 0.3 0.2 -0.1 -0.835
N -0.93581 1.52053 -1.71456 -0.6 0.5 -0.6 1.115
N -1.28370 2.67935 -0.94551 0.4 -0.1 0.3 -0.590
C -1.97162 1.30577 -2.80759 -0.4 -0.3 0.0 -1.077
C -3.39548 0.94328 -2.35662 0.2 -0.6 -0.4 -0.368
C -3.82132 -0.50282 -2.68612 -0.1 -0.3 0.4 -0.864
N -3.65645 -1.48982 -1.62112 0.1 0.2 -0.3 -0.504
C -0.88049 0.33560 -0.81584 0.6 -0.4 0.3 -1.529
C 0.29991 0.25242 0.16044 -0.4 0.3 0.0 -0.456
C 0.22876 1.06296 1.45275 0.3 -0.4 0.5 0.592
F 0.43111 2.39137 1.26943 -0.1 -0.2 0.0 -0.330
Br 1.70195 0.40928 2.57345 0.1 0.0 -0.5 -0.021
C -1.12298 0.88297 2.22807 0.4 0.2 0.7 0.509
F -2.01109 1.81004 1.77362 0.2 -0.6 0.0 -0.234
F -1.62107 -0.35475 1.96715 0.1 0.6 0.1 -0.173
Br -0.92157 1.10797 4.14826 -0.7 0.2 -0.4 -0.078
H 4.80323 -1.94470 0.41924 0.1 0.1 0.1 0.415
H 3.13835 -2.47895 0.22917 -0.1 -0.1 0.0 0.291
H 3.49816 -0.75347 0.18379 0.1 0.1 0.1 0.001
H 5.93945 -2.60621 -1.38637 -0.1 -0.1 0.2 0.408
H 5.33695 -2.18505 -2.97797 0.0 -0.1 -0.1 0.409
H 7.08937 -0.58586 -1.99874 0.1 0.0 0.2 0.404
H 5.83671 -0.06365 -0.86686 0.2 -0.1 0.2 0.367
H 6.18828 0.68931 -3.67165 0.1 0.0 -0.1 0.469
H 4.61599 -0.03982 -3.41702 -0.1 0.0 -0.2 0.459
H 5.09356 2.59025 -3.04192 -0.1 0.1 0.0 0.477
H 5.46512 2.04595 -1.42544 0.1 0.1 0.0 0.458
H 3.25344 1.69402 -0.92306 0.0 0.0 0.1 0.001
H 3.02586 0.79401 -2.41327 -0.1 -0.2 0.1 0.145
H 3.09864 3.83265 -2.35886 0.1 0.1 -0.1 0.461
H 2.54304 2.76552 -3.67121 0.1 0.2 -0.1 0.326
H 0.68761 3.83917 -2.39390 -0.1 0.1 0.2 0.424
H 1.27045 3.06696 -0.91757 -0.2 -0.1 0.1 0.245
H 0.98915 0.82156 -2.27285 -0.1 -0.1 0.1 0.250
H 0.21553 1.79563 -3.47956 -0.2 0.0 -0.1 0.338
H -1.52259 3.44153 -1.56327 0.0 0.0 -0.2 0.316
H -2.06081 2.46166 -0.33760 -0.1 -0.1 0.0 0.166
H -1.99770 2.23556 -3.36922 0.2 0.2 0.1 0.523
H -1.59250 0.54512 -3.48640 0.2 -0.1 0.1 0.637
H -4.07468 1.58541 -2.91036 0.0 0.3 0.2 0.377
H -3.55598 1.10531 -1.29320 -0.1 0.3 0.1 0.341
H -4.87288 -0.49673 -2.96769 -0.1 0.2 0.0 0.297
H -3.28310 -0.86171 -3.56128 0.0 0.0 -0.1 0.386
H -2.88679 -2.12283 -1.75302 0.1 -0.1 0.1 0.279
H -3.66484 -1.10645 -0.69117 -0.1 -0.1 0.1 0.253
H -0.81879 -0.52443 -1.47701 0.0 0.0 -0.1 0.346
H -1.81230 0.23663 -0.27401 -0.2 0.2 -0.1 0.592
H 0.34446 -0.78796 0.47094 0.0 -0.1 0.0 0.668
H 1.25821 0.46892 -0.30249 0.1 0.1 -0.1 -0.247
O -4.44074 -5.43790 5.23223 0.0 -0.1 0.0 -0.548
C -4.53800 -4.24994 5.31863 -0.1 0.1 0.2 0.694
O -3.62285 -3.48127 4.68201 0.1 0.0 -0.2 -0.368
C -3.75143 -2.06886 4.54293 0.0 0.2 0.0 -0.128
C -3.18185 -1.31542 5.72573 -0.1 -0.2 0.2 -0.839
C -5.59658 -3.58547 6.16785 -0.2 0.0 -0.2 -0.892
H -4.78748 -1.78996 4.34257 0.0 0.0 0.0 0.329
H -3.18268 -1.83040 3.64493 0.0 0.0 0.0 0.032
H -3.72915 -1.53642 6.64205 0.0 0.0 0.0 0.321
H -3.23107 -0.24270 5.54974 0.0 0.0 0.0 0.224
H -2.14180 -1.59798 5.88899 0.0 0.0 0.0 0.276
H -5.20902 -3.46595 7.17878 0.0 0.0 0.0 0.254
H -6.46019 -4.24333 6.20228 0.1 -0.1 0.1 0.314
H -5.92686 -2.61876 5.79442 0.1 0.0 0.1 0.313
```
Positions in Å, forces in eV/Å.

Highest occupied orbital energy: -0.4310 hartree
Frontier orbital gap: 9.21 eV
LUMO: -0.092 hartree
Spin multiplicity: 1
Charge: +1

Which value of charge does entry 3 give?
+1